Below is a structure of composition C7H6BrN3O2S in a non-equilibrium geometry, with properties calculated with ωB97M-V/def2-TZVPD.

The geometry in XYZ format:
```
20
Properties=species:S:1:pos:R:3:forces:R:3
C 0.9617 1.1934 1.0207 2.9 1.4 -0.4
C 1.1887 0.6975 -0.3357 -0.2 1.7 0.6
C 0.0800 0.5890 1.9176 0.0 0.2 1.6
C -0.7487 -0.3368 1.4328 -0.3 0.4 1.3
C -0.6548 -0.7941 0.0597 -3.2 -1.1 -1.7
C 0.3488 -0.2875 -0.8440 1.3 0.7 1.3
C -2.1075 -0.3711 -0.6661 1.0 0.9 0.7
N 1.8133 2.1878 1.3974 -1.4 -1.2 -1.2
N 2.1329 1.4132 -0.9403 0.3 0.0 -0.8
N 0.4615 -0.7715 -2.1531 0.3 -0.2 -0.2
O 1.2790 -0.2229 -2.8837 -0.5 -0.5 -0.1
O -0.2671 -1.7182 -2.4374 0.1 0.0 -0.4
S 2.6751 2.5158 0.0524 0.3 0.1 0.6
Br 2.1099 -1.6870 1.7155 -0.1 -0.2 0.2
H 0.1389 0.9328 2.9578 -0.5 -0.2 -0.5
H -1.5992 -0.6148 2.0772 0.6 -0.6 -0.6
H -0.6208 -1.9024 0.1293 -0.2 0.5 -0.5
H -2.5824 0.4613 -0.0471 0.3 -1.5 -0.7
H -2.5964 -1.3207 -0.7582 -1.0 0.0 0.2
H -2.0129 0.0363 -1.6948 0.4 -0.3 0.7
```
Forces are in eV/Å.

Summary:
HOMO-LUMO gap (alpha / beta)   0.2778 / 0.1727 Ha
Total energy   -96793.1983 eV
Energy above the lowest of the compared OMol25 structures with the same formula, charge and spin   65.02 kcal/mol
2S+1   1
Net charge   0
HOMO (alpha / beta)   -9.9 / -8.2 eV

Below is a structure of composition C7H6CaN2O4S in a non-equilibrium geometry, with properties calculated with ωB97M-V/def2-TZVPD.

The geometry in XYZ format:
```
21
Properties=species:S:1:pos:R:3:forces:R:3
Ca -0.0345 0.5908 -2.2043 0.1 8.0 0.3
O -0.0069 3.9941 -4.2279 0.0 1.3 -0.7
C -0.0180 3.0250 -3.6998 0.0 -1.5 0.8
C 1.6581 -0.5807 -1.7607 -1.9 0.5 -0.4
O 2.5736 -1.0764 -1.5171 6.1 -3.3 1.6
C -1.7507 -0.5497 -1.7747 1.7 0.4 -0.4
O -2.6781 -1.0286 -1.5386 -6.0 -3.1 1.6
C -0.0375 -0.6336 -3.9737 0.0 -0.5 -0.3
O -0.0377 -1.1751 -4.9140 0.0 -2.1 -3.7
S -0.0439 1.9128 -0.0465 0.0 -1.0 1.6
C 0.0042 0.5882 1.1845 -0.4 4.4 -3.7
N -1.0426 0.0685 1.6852 -5.6 -1.2 0.4
C -0.7339 -0.8580 2.7656 1.0 -0.2 0.2
C 0.8283 -0.7629 2.8059 -1.0 -0.3 0.1
N 1.0750 0.1941 1.7349 5.9 -0.6 0.8
H -2.0834 0.2537 1.4202 3.0 0.0 0.5
H -1.0565 -1.8583 2.5123 -0.2 -0.2 0.1
H -1.1590 -0.5191 3.6946 -0.3 0.0 0.3
H 1.2828 -1.7170 2.5801 0.3 -0.2 0.1
H 1.1606 -0.3701 3.7520 0.3 0.0 0.3
H 2.1001 0.5024 1.5220 -3.0 -0.4 0.3
```
Forces are in eV/Å.

Summary:
HOMO-LUMO gap   0.2833 Ha
Total energy   -47782.2004 eV
2S+1   1
Net charge   +2
HOMO   -16.4 eV

Below is a structure of composition C7H6CeO6 in a non-equilibrium geometry, with properties calculated with ωB97M-V/def2-TZVPD.

The geometry in XYZ format:
```
20
Properties=species:S:1:pos:R:3:forces:R:3
O -0.8013 -4.4746 -1.0675 2.5 3.5 -0.3
C -0.1768 -3.5118 -1.1137 -2.5 -3.8 0.2
Ce 0.5337 -0.6695 -0.6796 2.8 4.0 0.5
O -0.9005 -1.6984 -3.7925 2.6 1.7 5.2
C -0.4126 -1.3597 -2.7932 -3.6 -2.2 -7.7
C 0.2640 -2.1576 1.2087 -1.2 -5.3 7.2
O 0.0590 -2.8805 2.1014 1.2 4.0 -4.9
C 2.5004 -2.2753 -1.1966 5.0 -4.0 -1.2
O 3.3653 -3.0081 -1.4111 -3.9 3.3 1.0
C -1.7126 -1.4466 -0.2941 -8.0 -3.0 1.4
O -2.7615 -1.9015 -0.0882 5.3 2.4 -1.0
C 0.0977 3.5536 1.4856 0.0 -0.1 0.0
C -0.4443 2.2575 0.9287 -0.6 0.5 0.3
O 0.6064 1.6220 0.1131 0.7 -1.1 -1.1
H 1.0302 3.4099 2.0381 -0.1 -0.1 -0.1
H -0.6225 3.9801 2.1740 -0.2 0.1 0.1
H 0.2439 4.2881 0.6933 0.0 0.0 -0.1
H -0.7096 1.5287 1.6918 0.1 0.0 0.3
H -1.2937 2.3869 0.2571 -0.1 0.3 0.1
H 1.1348 2.3567 -0.2553 0.1 -0.2 0.1
```
Forces are in eV/Å.

Summary:
HOMO-LUMO gap (alpha / beta)   0.2651 / 0.2662 Ha
Total energy   -32535.6037 eV
Energy above the lowest of the compared OMol25 structures with the same formula, charge and spin   3.83 kcal/mol
2S+1   2
Net charge   +3
HOMO (alpha / beta)   -22.2 / -22.2 eV

Below is the molecule C7H6Cl2NP in a non-equilibrium geometry, with properties calculated with ωB97M-V/def2-TZVPD.

The geometry in XYZ format:
```
17
Properties=species:S:1:pos:R:3:forces:R:3
C -0.9453 -1.9505 -1.2789 -0.4 -1.1 -1.1
C -0.3932 -0.9252 -0.5884 -0.7 1.0 3.8
C 0.4540 0.0717 -0.5833 -0.1 -0.4 -0.4
C -0.5669 1.4578 1.2424 -0.6 -0.5 0.2
C 0.6944 0.9255 0.6573 -0.1 0.1 0.2
C -1.3568 -1.0908 1.5775 1.3 0.3 -2.8
C 1.2836 0.4393 -1.7770 0.0 -0.2 0.0
N -1.4451 -2.8488 -1.8096 0.0 0.1 0.0
P -1.9537 0.5917 1.6929 0.4 0.6 0.0
Cl -0.6949 3.1787 1.3052 0.0 0.2 0.0
Cl -0.0290 -1.6389 2.5289 0.1 -0.2 0.3
H 1.1998 0.2900 1.3923 0.0 0.1 -0.1
H 1.3548 1.7546 0.4009 0.0 -0.1 0.0
H -2.0982 -1.8659 1.4374 0.0 -0.1 0.0
H 2.3395 0.3710 -1.5140 0.1 0.0 0.0
H 1.0742 1.4663 -2.0712 0.0 0.1 0.0
H 1.0828 -0.2263 -2.6125 0.0 0.0 -0.1
```
Forces are in eV/Å.

Summary:
HOMO-LUMO gap   0.2755 Ha
Total energy   -43175.7776 eV
Energy above the lowest of the compared OMol25 structures with the same formula, charge and spin   40.09 kcal/mol
2S+1   1
Net charge   0
HOMO   -8.6 eV

Below is the ion C7H6ClFN3O with charge +1 in a non-equilibrium geometry, with properties calculated with ωB97M-V/def2-TZVPD.

The geometry in XYZ format:
```
19
Properties=species:S:1:pos:R:3:forces:R:3
F 1.9731 2.0097 -0.8883 0.0 0.0 0.0
C 0.9585 1.2054 -0.7132 -3.4 -4.8 2.4
C 0.8775 0.2974 0.3874 0.5 1.3 -0.7
C 1.8513 0.4300 1.4377 0.1 -0.7 0.7
C 1.7340 -0.5660 2.3250 0.2 1.1 -1.0
O 0.7305 -1.4001 2.0183 -0.4 -1.0 0.6
N 0.0564 -0.9749 0.8788 -0.5 -0.3 -0.1
C -1.1284 -1.8150 0.7395 3.5 5.1 -2.0
N -2.0420 -1.3856 -0.0606 -0.3 -0.9 0.1
C -2.1970 -0.2899 -0.7673 -0.2 0.6 -0.3
N -1.4370 0.6241 -1.3890 -0.6 -0.1 0.1
C -0.0437 0.8526 -1.8140 1.0 0.2 -0.7
Cl -0.0938 2.1297 -3.0815 0.0 -0.5 0.5
H 2.5606 1.2323 1.4631 0.1 0.1 0.0
H 2.2821 -0.8073 3.2161 0.0 -0.1 0.1
H -1.1319 -2.7254 1.3017 0.0 -0.3 0.2
H -3.2590 -0.0762 -0.9026 0.2 0.3 -0.1
H -2.0083 1.3294 -1.8529 -0.1 -0.2 0.2
H 0.3171 -0.0701 -2.2984 -0.2 0.3 0.0
```
Forces are in eV/Å.

Summary:
HOMO-LUMO gap (alpha / beta)   0.2400 / 0.2399 Ha
Total energy   -29101.4669 eV
2S+1   1
Net charge   +1
HOMO (alpha / beta)   -12.0 / -12.0 eV

Below is the molecule C7H6ClNO in a non-equilibrium geometry, with properties calculated with ωB97M-V/def2-TZVPD.

The geometry in XYZ format:
```
16
Properties=species:S:1:pos:R:3:forces:R:3
N 1.8278 1.6590 1.2419 -4.0 7.9 7.8
C 0.4844 1.4912 1.3020 0.1 -1.8 -3.0
O -0.2923 2.1128 1.9526 -0.7 1.0 1.6
C -0.0006 0.4707 0.2947 0.1 -1.4 -1.0
C 0.5900 0.2519 -0.9327 1.7 1.0 -2.6
C 0.0605 -0.7501 -1.8125 -1.0 1.1 3.2
C -0.9608 -1.5529 -1.4277 1.0 5.5 6.2
C -1.5069 -1.3755 -0.1052 -1.2 -3.1 -4.3
Cl -2.8575 -2.4248 0.3566 0.7 0.4 0.0
C -1.0712 -0.4166 0.6399 4.8 2.6 -4.6
H 2.0719 2.2230 2.2290 0.0 -2.0 -3.9
H 2.3775 1.0572 0.8742 4.6 -5.1 -2.7
H 1.4993 0.8618 -1.4307 -2.2 -1.1 1.7
H 0.2955 -0.9732 -2.7693 1.9 0.1 -2.9
H -1.1203 -2.3462 -1.9025 -2.1 -6.2 -4.3
H -1.3975 -0.2883 1.4896 -3.7 1.3 8.6
```
Forces are in eV/Å.

Summary:
HOMO-LUMO gap   0.3708 Ha
Total energy   -23414.0489 eV
Energy above the lowest of the compared OMol25 structures with the same formula, charge and spin   20.84 kcal/mol
2S+1   1
Net charge   0
HOMO   -9.6 eV

Below is the molecule C7H6F2 in a non-equilibrium geometry, with properties calculated with ωB97M-V/def2-TZVPD.

The geometry in XYZ format:
```
15
Properties=species:S:1:pos:R:3:forces:R:3
C -0.3454 -0.9699 -1.9139 -1.3 -0.5 -1.7
C -0.9657 -0.1559 -0.9373 0.8 1.9 1.8
C 1.0229 -1.1269 -2.1034 -1.8 -0.2 0.6
C -0.2556 0.6031 -0.0711 -0.4 -1.3 -0.6
C 0.4669 0.6692 2.2520 0.1 0.2 0.3
C 0.4447 1.1379 0.9504 -0.4 1.3 0.9
C 1.8523 -0.1846 -1.5393 1.3 0.7 -1.1
F 3.1677 -0.3826 -1.3894 -0.5 -0.1 0.1
F 1.6760 1.1232 -1.8645 0.0 -0.6 0.7
H -1.0729 -1.4437 -2.6293 1.0 0.0 0.9
H -2.0549 -0.0894 -0.8127 0.4 -0.1 -0.5
H 1.2447 -2.0908 -2.5329 1.0 0.1 0.0
H 0.7485 1.2668 3.1030 0.5 0.5 -0.3
H -0.0034 -0.2030 2.5913 -0.6 -1.5 -0.2
H 0.7899 2.1825 0.9455 0.0 -0.4 -0.8
```
Forces are in eV/Å.

Summary:
HOMO-LUMO gap (alpha / beta)   0.2588 / 0.2605 Ha
Total energy   -12785.4691 eV
Energy above the lowest of the compared OMol25 structures with the same formula, charge and spin   70.96 kcal/mol
2S+1   1
Net charge   0
HOMO (alpha / beta)   -7.7 / -7.5 eV